The following is a quantum chemistry calculation of a molecular structure, C5H8O, from the Open Molecules 2025 dataset.

XYZ file:
```
14
Properties=species:S:1:pos:R:3:mulliken_charge:R:1
O 1.65377 -0.41412 1.68510 -0.539
C 0.56769 0.07959 0.99538 0.157
C 0.40320 1.25207 -0.63063 -0.829
C -0.87655 0.71010 -0.72844 -0.139
C -0.87628 -0.75818 -0.92162 -0.447
C -0.35018 -0.88239 0.47078 -0.614
H 1.93653 -1.23343 1.25485 0.355
H 0.26134 0.96434 1.54047 0.299
H 1.19147 0.85256 -1.27041 0.251
H 0.53297 2.29582 -0.34833 0.329
H -1.76585 1.22693 -0.38314 0.308
H -0.23173 -1.13164 -1.73130 0.205
H -1.87349 -1.19845 -1.01308 0.274
H -0.57290 -1.76318 1.08036 0.392
```

Properties
Calculated total energy   -7358.199 eV
Net charge   0